No. 1
{"formula": "C30H43Cl5MoP2", "method": "ωB97M-V with the def2-TZVPD basis set", "e_lumo_ev": [-7.084, -6.842], "homo_lumo_gap_ev": [6.6, 6.7], "multiplicity": 3, "charge": 2, "species": ["Mo", "C", "C", "C", "C", "C", "C", "H", "H", "H", "C", "H", "H", "H", "C", "H", "H", "H", "C", "H", "H", "H", "C", "H", "H", "H", "C", "C", "C", "C", "C", "C", "C", "C", "H", "H", "H", "H", "H", "H", "H", "H", "H", "H", "H", "H", "P", "P", "C", "C", "H", "H", "H", "H", "C", "H", "H", "H", "C", "H", "H", "H", "C", "H", "H", "H", "C", "H", "H", "H", "Cl", "C", "C", "C", "Cl", "C", "Cl", "C", "Cl", "C", "Cl"], "coordinates": [[-0.8033, 0.3545, 0.9044], [-0.3350, -0.2472, 3.0104], [-1.7480, 0.0593, 2.8794], [-1.2761, -1.8265, 1.5947], [-0.0389, -1.3872, 2.1695], [-2.3188, -0.9067, 1.9784], [0.5896, 0.4251, 3.9745], [0.2274, 1.4203, 4.2166], [1.6055, 0.5389, 3.6001], [0.6549, -0.1127, 4.9223], [1.2974, -2.0470, 1.9742], [2.0769, -1.2978, 1.7803], [1.3174, -2.7094, 1.1089], [1.6247, -2.6208, 2.8460], [-1.4517, -3.1100, 0.8561], [-1.4655, -3.9805, 1.5271], [-0.6233, -3.2932, 0.1639], [-2.3783, -3.1453, 0.2746], [-3.7669, -0.9674, 1.5925], [-4.3186, -1.6381, 2.2655], [-3.9098, -1.2857, 0.5571], [-4.2175, 0.0242, 1.6673], [-2.5300, 1.0095, 3.7187], [-2.9655, 0.4744, 4.5711], [-3.3451, 1.4484, 3.1525], [-1.9136, 1.8327, 4.0750], [1.5031, 3.9729, -0.9878], [1.4697, 4.3171, 0.3141], [0.2598, 4.8868, 0.9964], [-1.1430, 4.4869, 0.4477], [-1.3047, 3.1348, -0.1720], [-1.0212, 2.8057, -1.4490], [-0.4229, 3.6958, -2.5039], [0.6912, 4.6455, -2.0299], [0.2909, 5.9967, 0.9798], [-1.4995, 5.2842, -0.2321], [0.3535, 4.5863, 2.0547], [0.2768, 5.5690, -1.6197], [2.2523, 3.2653, -1.3827], [2.3811, 4.2169, 0.9207], [1.3046, 4.9642, -2.8857], [-0.0110, 3.0385, -3.2911], [-1.4435, 1.8872, -1.8663], [-1.1761, 4.3420, -2.9838], [-1.8063, 4.5236, 1.3332], [-1.8697, 2.4220, 0.4616], [1.8538, 0.1471, 0.0516], [-1.1538, -0.8396, -1.4858], [1.4549, 0.6084, -1.7173], [0.4203, -0.3279, -2.4091], [2.4108, 0.5896, -2.2778], [1.0973, 1.6528, -1.7100], [0.0629, 0.1190, -3.3523], [0.9351, -1.2849, -2.5978], [-1.5121, -2.4562, -2.2962], [-2.5143, -2.8238, -2.0206], [-0.7758, -3.2310, -2.0525], [-1.5080, -2.3143, -3.3907], [-2.8020, -0.1103, -1.9378], [-2.8233, 0.1536, -3.0028], [-3.0464, 0.7567, -1.3222], [-3.5922, -0.8553, -1.7584], [3.6581, 0.4020, 0.2616], [3.8570, 0.7372, 1.2950], [4.0055, 1.1778, -0.4357], [4.1983, -0.5428, 0.0631], [1.2713, 1.6069, 1.0174], [0.5258, 1.4941, 1.8685], [0.8474, 2.3419, 0.3299], [2.1451, 2.0018, 1.5603], [0.3104, -5.8624, 0.9218], [1.1953, -5.4237, -0.4964], [1.7767, -4.1933, -0.6085], [2.5865, -3.8617, -1.6530], [3.4191, -2.3452, -1.6602], [2.7656, -4.7605, -2.7429], [3.7572, -4.3244, -4.0703], [2.0920, -6.0048, -2.7088], [2.1740, -7.0583, -4.0438], [1.3292, -6.3589, -1.5726], [0.5051, -7.8629, -1.5308]], "forces_ev_per_a": [[1.87, -1.95, -1.19], [-0.50, -0.91, -0.02], [0.49, -0.18, 0.22], [0.20, 0.19, 0.30], [-0.63, -0.04, 0.53], [0.29, 0.17, -0.34], [0.16, 0.23, 0.03], [-0.03, 0.14, 0.03], [0.06, -0.18, -0.06], [-0.12, -0.20, -0.12], [0.50, 0.05, 0.60], [-0.21, -0.50, 0.54], [-0.16, 0.03, 0.02], [-0.33, -0.05, 0.06], [-0.05, -0.24, -0.46], [-0.06, 0.52, 0.08], [-0.14, 0.07, 0.19], [0.10, 0.13, 0.19], [-0.11, 0.00, 0.11], [0.08, 0.11, -0.23], [0.06, -0.19, 0.20], [-0.02, -0.09, 0.09], [-0.03, 0.12, 0.07], [0.11, 0.18, -0.06], [-0.17, 0.03, -0.03], [-0.02, -0.06, 0.14], [1.59, 0.87, 0.41], [0.46, 0.40, -1.18], [0.32, 0.79, 0.19], [0.06, 0.55, 0.88], [-0.14, -0.41, -1.01], [-1.15, 0.41, 0.17], [0.27, 0.33, -0.68], [-0.98, -0.35, 0.14], [0.04, -0.50, 0.25], [0.13, -0.62, 0.12], [-0.19, 0.21, -0.31], [-0.08, -0.12, -0.05], [0.24, 0.79, 0.39], [-0.64, -0.66, -0.02], [-0.05, -0.29, 0.31], [-0.24, 0.27, 0.16], [0.36, 0.13, 0.35], [-0.18, -0.59, 0.05], [0.14, 0.10, -0.53], [-0.14, -0.13, -0.19], [-1.35, 0.60, -0.96], [-0.65, 0.45, 0.74], [-0.20, 0.32, -0.04], [-0.24, 0.36, 0.10], [-0.55, -0.04, 0.10], [0.19, -0.57, -0.13], [0.44, -0.26, 0.09], [-0.41, 0.21, -0.16], [0.24, -0.57, 0.25], [0.49, 0.22, 0.00], [-0.10, 0.17, -0.08], [0.07, 0.19, 0.39], [0.31, 0.46, -0.69], [-0.23, 0.06, 0.17], [0.05, 0.02, -0.20], [0.49, 0.06, -0.04], [0.48, -0.51, 0.24], [-0.02, -0.28, -0.47], [-0.17, -0.18, 0.19], [-0.21, 0.61, 0.19], [0.25, 0.32, -0.15], [0.02, 0.00, -0.01], [0.46, 0.00, 0.45], [-0.64, 0.19, -0.16], [0.22, -0.12, -0.10], [-0.26, -1.01, -0.41], [0.24, -0.86, -0.60], [0.41, -0.20, -0.99], [0.01, 0.05, -0.02], [-0.55, 0.05, 0.80], [-0.17, -0.08, 0.18], [-0.04, 0.59, 0.63], [0.10, -0.01, 0.01], [0.01, 0.87, 0.16], [0.18, 0.30, 0.14]], "lowdin_charge": [1.182, -0.292, -0.322, -0.271, -0.274, -0.307, -0.010, 0.085, 0.082, 0.115, -0.053, 0.019, 0.039, 0.113, -0.063, 0.074, 0.028, 0.084, -0.010, 0.112, 0.066, 0.085, -0.010, 0.114, 0.080, 0.082, -0.155, -0.139, -0.160, -0.156, -0.143, -0.129, -0.159, -0.165, 0.135, 0.132, 0.115, 0.116, 0.115, 0.123, 0.135, 0.117, 0.055, 0.137, 0.123, 0.078, 0.904, 0.905, -0.395, -0.358, 0.094, 0.025, 0.096, 0.054, -0.236, 0.059, 0.037, 0.079, -0.270, 0.065, 0.020, 0.052, -0.233, 0.063, 0.068, 0.012, -0.340, 0.029, -0.014, 0.082, 0.749, -0.676, -0.032, -0.674, 0.746, -0.688, 0.735, -0.698, 0.754, -0.678, 0.739]}

=====

No. 2
{"formula": "C30H43Cl5P2W", "method": "ωB97M-V with the def2-TZVPD basis set", "e_lumo_ev": [-6.667, -7.166], "homo_lumo_gap_ev": [6.2, 5.9], "multiplicity": 3, "charge": 2, "species": ["W", "C", "C", "C", "C", "C", "C", "H", "H", "H", "C", "H", "H", "H", "C", "H", "H", "H", "C", "H", "H", "H", "C", "H", "H", "H", "C", "C", "C", "C", "C", "C", "C", "C", "H", "H", "H", "H", "H", "H", "H", "H", "H", "H", "H", "H", "P", "P", "C", "C", "H", "H", "H", "H", "C", "H", "H", "H", "C", "H", "H", "H", "C", "H", "H", "H", "C", "H", "H", "H", "Cl", "C", "C", "C", "Cl", "C", "Cl", "C", "Cl", "C", "Cl"], "coordinates": [[0.4459, -0.4243, 1.0125], [1.7618, 0.7318, 2.3544], [0.4078, 1.1614, 2.5849], [0.5454, -1.0950, 3.1160], [1.8444, -0.6639, 2.6834], [-0.3482, 0.0260, 3.0275], [2.9754, 1.5827, 2.1267], [2.7274, 2.6057, 1.8370], [3.6374, 1.1468, 1.3650], [3.5518, 1.6506, 3.0601], [3.1264, -1.4129, 2.7894], [3.9392, -0.8720, 2.2995], [3.0243, -2.3958, 2.3210], [3.3910, -1.5713, 3.8448], [0.1810, -2.3575, 3.8123], [0.0942, -2.1932, 4.8958], [0.9366, -3.1231, 3.6271], [-0.7754, -2.7460, 3.4512], [-1.7188, 0.0723, 3.6214], [-1.6432, 0.1567, 4.7149], [-2.2872, -0.8404, 3.4079], [-2.2867, 0.9341, 3.2644], [-0.0822, 2.5660, 2.7524], [-0.1869, 2.7919, 3.8262], [-1.0707, 2.7139, 2.2934], [0.6172, 3.3003, 2.3331], [0.7189, 1.1864, -3.6461], [1.2054, 2.2893, -3.0157], [0.5834, 3.6494, -3.2058], [-0.9174, 3.7434, -2.7941], [-1.4417, 2.6474, -1.9063], [-2.0423, 1.5470, -2.4115], [-1.9068, 1.0178, -3.8161], [-0.5121, 1.2027, -4.4987], [0.6695, 3.9559, -4.2575], [-1.5201, 3.8351, -3.7145], [1.1544, 4.4042, -2.6498], [-0.5503, 2.1162, -5.1103], [1.3243, 0.2727, -3.7110], [2.2571, 2.3433, -2.7095], [-0.4075, 0.3725, -5.2151], [-2.1537, -0.0560, -3.8304], [-2.8545, 1.0792, -1.8580], [-2.6636, 1.4920, -4.4668], [-1.0608, 4.6990, -2.2673], [-1.6293, 2.9546, -0.8713], [1.4021, 0.7369, -0.8180], [-1.9776, -0.7338, 0.5438], [-0.0385, -0.3496, -1.5359], [-1.3452, -1.0869, -1.1385], [0.4639, -0.9920, -2.2644], [-0.4348, 0.5209, -2.0596], [-2.1508, -0.8057, -1.8353], [-1.2126, -2.1636, -1.2770], [-2.9172, -2.2038, 0.9808], [-2.9987, -2.2627, 2.0734], [-2.4196, -3.1118, 0.6171], [-3.9187, -2.1281, 0.5367], [-3.0904, 0.6886, 0.5301], [-3.8569, 0.5577, -0.2450], [-2.5394, 1.6175, 0.3366], [-3.5871, 0.7820, 1.5017], [3.0668, 0.4399, -1.3534], [3.7316, 1.1828, -0.8902], [3.1277, 0.5117, -2.4440], [3.3754, -0.5697, -1.0506], [0.9486, 2.3777, -0.2141], [0.0203, 2.3276, 0.3644], [0.7930, 3.0968, -1.0087], [1.7401, 2.7611, 0.4294], [2.2811, -4.5018, 2.1834], [0.9173, -3.9356, 1.2590], [0.9463, -2.7810, 0.4357], [0.8880, -3.2951, -0.8772], [2.0342, -2.8078, -2.0801], [-0.1016, -4.2542, -1.2219], [-0.6332, -4.4390, -2.8445], [-0.7027, -4.9939, -0.1765], [-2.0657, -5.9878, -0.4517], [-0.1290, -4.8777, 1.1048], [-0.6778, -5.8163, 2.4233]], "forces_ev_per_a": [[-0.65, -4.87, -4.05], [0.01, 0.33, 1.08], [0.15, 0.39, 1.24], [0.08, 0.77, 1.18], [0.11, 0.48, 1.28], [0.90, 0.35, 1.22], [0.28, 0.08, -0.02], [0.16, -0.20, 0.23], [-0.16, 0.19, 0.28], [-0.16, -0.07, -0.20], [0.11, -0.47, -0.31], [-0.08, -0.10, 0.11], [0.32, 0.54, 0.22], [-0.09, 0.14, -0.21], [0.01, -0.56, -0.28], [0.08, 0.08, -0.28], [-0.25, 0.16, 0.35], [0.05, -0.04, 0.11], [-0.24, -0.08, 0.00], [0.04, -0.01, -0.25], [0.12, 0.23, 0.16], [0.08, -0.10, 0.09], [-0.10, 0.40, -0.15], [0.05, -0.14, -0.33], [0.25, 0.06, 0.11], [-0.28, -0.17, 0.15], [1.24, 1.34, -0.13], [0.40, -0.39, -2.51], [-0.33, 0.42, 0.40], [0.74, 0.57, -0.36], [-1.80, -0.16, -0.82], [-0.55, 1.41, -0.04], [0.19, 0.08, -0.28], [-0.64, -0.34, -0.53], [0.11, -0.20, 0.15], [0.08, -0.30, 0.48], [-0.03, -0.23, -0.08], [0.23, -0.13, 0.31], [-0.16, 0.40, 0.18], [-0.45, -0.29, 0.06], [-0.08, 0.34, 0.14], [0.01, 0.31, 0.12], [0.64, -0.11, 0.18], [0.21, -0.16, 0.25], [-0.01, -0.30, -0.15], [-0.14, -0.26, -0.38], [-0.99, -0.95, 2.68], [1.07, -0.57, -0.17], [0.44, 0.74, -0.90], [-1.08, -0.18, 0.46], [0.11, 0.23, 0.37], [0.12, -0.31, 0.14], [0.57, 0.03, -0.07], [-0.02, 0.25, 0.44], [-0.34, -0.10, 0.34], [-0.19, -0.12, -0.31], [-0.01, 0.28, 0.07], [0.16, -0.13, 0.16], [-0.29, 0.18, 0.00], [0.07, 0.01, 0.31], [-0.15, -0.32, 0.06], [0.06, -0.11, -0.18], [0.64, -0.37, -0.95], [-0.30, -0.07, -0.15], [0.30, 0.01, 0.20], [-0.20, 0.33, 0.00], [-0.22, 1.07, -0.81], [0.38, -0.17, -0.26], [0.06, 0.13, 0.19], [-0.05, -0.31, -0.26], [-0.49, 0.25, 0.40], [-1.21, -0.97, 0.58], [1.73, 1.20, -0.03], [-1.83, -0.41, -0.67], [-0.25, 0.40, -0.18], [0.59, -0.16, 0.61], [0.21, -0.08, -0.03], [0.11, 0.74, 0.22], [0.09, 0.01, -0.03], [0.23, 0.34, -1.00], [0.23, -0.23, 0.01]], "lowdin_charge": [1.297, -0.326, -0.330, -0.318, -0.322, -0.356, -0.018, 0.071, 0.078, 0.121, -0.015, 0.089, -0.006, 0.120, -0.007, 0.121, 0.029, 0.081, -0.021, 0.122, 0.067, 0.075, -0.011, 0.119, 0.088, 0.086, -0.138, -0.195, -0.169, -0.149, -0.123, -0.153, -0.141, -0.135, 0.131, 0.126, 0.115, 0.123, 0.113, 0.104, 0.129, 0.114, 0.079, 0.139, 0.125, 0.095, 0.884, 0.855, -0.364, -0.344, 0.033, 0.001, 0.083, 0.051, -0.179, 0.050, 0.042, 0.079, -0.208, 0.070, 0.032, 0.062, -0.217, 0.080, 0.057, 0.041, -0.211, 0.028, 0.029, 0.048, 0.811, -0.681, -0.185, -0.730, 0.773, -0.741, 0.727, -0.735, 0.743, -0.750, 0.743]}